# 1
10 unconnected molecules or ions with the total composition C10H40N20O10 in a non-equilibrium geometry. Source: OMol25; level of theory: ωB97M-V/def2-TZVPD.

The geometry in XYZ format:
```
80
Properties=species:S:1:pos:R:3:mulliken_charge:R:1
O -13.500 -11.427 -7.548 -0.71
O -17.100 -11.226 -8.009 -0.81
O -15.343 -4.620 -11.530 -0.63
O -12.927 -7.466 -4.680 -0.71
O -21.926 -7.705 -7.707 -0.69
O -18.727 -12.096 -4.663 -0.74
O -19.231 -9.295 -14.405 -0.73
O -16.469 -12.911 -2.127 -0.65
O -17.515 -9.940 -11.335 -0.82
O -16.324 -6.662 -7.030 -0.81
N -20.406 -13.612 -4.887 -0.47
N -21.224 -8.295 -13.998 -0.44
N -15.477 -10.959 -11.439 -0.35
N -17.149 -9.508 -6.450 0.08
N -20.884 -9.194 -6.344 -0.31
N -14.072 -8.439 -6.406 -0.13
N -17.369 -4.357 -10.457 -0.42
N -16.802 -10.739 -13.321 -0.34
N -15.236 -5.286 -5.563 -0.38
N -15.744 -4.601 -7.714 -0.34
N -15.941 -12.319 -4.247 -0.14
N -16.815 -9.043 -8.594 0.57
N -12.470 -9.622 -5.324 -0.27
N -19.605 -12.541 -6.736 -0.30
N -16.598 -6.435 -10.989 -0.11
N -14.298 -12.388 -2.603 -0.41
N -19.760 -8.628 -12.277 -0.16
N -12.576 -13.445 -8.081 -0.45
N -14.812 -13.134 -8.374 -0.26
N -19.903 -8.538 -8.334 -0.18
C -19.490 -12.729 -5.378 0.64
C -19.999 -8.771 -13.599 0.58
C -16.622 -10.487 -12.006 0.55
C -13.140 -8.441 -5.404 0.45
C -13.628 -12.596 -7.920 0.60
C -15.738 -5.580 -6.786 0.42
C -16.404 -5.077 -11.142 0.53
C -20.917 -8.364 -7.438 0.34
C -17.039 -10.016 -7.689 0.10
C -15.603 -12.607 -2.950 0.44
H -20.769 -14.325 -5.491 0.19
H -20.527 -8.607 -11.629 0.23
H -15.442 -3.675 -7.479 0.16
H -19.098 -8.993 -7.933 0.48
H -15.215 -12.375 -4.940 0.15
H -13.774 -11.606 -2.950 0.20
H -21.746 -7.636 -13.453 0.19
H -11.669 -13.170 -7.748 0.23
H -15.382 -10.841 -10.444 0.16
H -14.713 -11.188 -12.045 0.18
H -17.409 -3.367 -10.625 0.19
H -15.643 -12.560 -8.465 0.20
H -12.662 -14.404 -8.354 0.14
H -11.732 -9.817 -4.676 0.22
H -14.080 -12.732 -1.683 0.23
H -20.317 -13.797 -3.901 0.30
H -20.412 -12.903 -7.205 0.21
H -17.557 -10.256 -13.809 0.24
H -21.371 -8.305 -14.992 0.26
H -14.662 -7.631 -6.492 -0.01
H -15.869 -7.076 -11.250 0.13
H -16.198 -4.807 -8.589 0.29
H -16.417 -8.178 -8.261 0.27
H -21.722 -9.010 -5.813 0.21
H -14.795 -14.109 -8.597 0.17
H -15.362 -6.048 -4.915 0.28
H -17.329 -6.834 -10.431 -0.01
H -18.896 -11.985 -7.205 0.01
H -16.165 -11.287 -13.867 0.16
H -16.948 -12.344 -4.372 0.23
H -12.604 -10.258 -6.101 0.26
H -18.158 -4.795 -10.021 0.18
H -18.870 -8.977 -11.918 0.19
H -14.559 -4.590 -5.317 0.18
H -14.459 -9.340 -6.646 0.36
H -16.927 -8.516 -6.426 0.23
H -17.075 -9.314 -9.536 -0.38
H -20.451 -10.093 -6.232 0.22
H -17.188 -10.110 -5.641 0.25
H -19.986 -8.048 -9.201 0.07
```

Computed properties:
E_LUMO	0.294	eV
HOMO energy	-9.1	eV
ΔE to the lowest compared entry with this formula, charge and spin	0.233	eV
frontier orbital gap	9.365	eV
molar mass	600.56	g/mol

***

# 2
A molecular structure, C10H40O10 in a non-equilibrium geometry. Source: OMol25; level of theory: ωB97M-V/def2-TZVPD.

The geometry in XYZ format:
```
60
Properties=species:S:1:pos:R:3:mulliken_charge:R:1
O 1.004 3.558 -3.076 -0.61
O -2.067 1.100 1.203 -0.29
O 1.589 -2.042 1.677 -0.67
O 1.451 3.322 -0.358 -0.59
O -0.690 -4.037 -0.857 -0.89
O 0.144 1.210 3.543 -0.58
O -1.917 -0.616 2.206 -0.88
O -2.061 -2.780 -0.690 -0.29
O 0.818 -0.831 -0.105 -0.51
O 1.349 -1.620 -1.741 -0.42
C -2.407 1.410 -0.089 -0.62
C 1.963 -0.343 -1.968 -0.66
C 1.534 2.353 -2.719 0.39
C 0.052 2.315 2.703 0.22
C 0.071 -3.196 -1.675 0.19
C -0.596 -1.047 2.118 -0.96
C -1.625 -1.714 0.139 -1.07
C 0.251 0.439 -0.114 0.77
C 0.087 3.263 0.104 -0.38
C 1.085 -3.268 0.965 -0.76
H -3.017 -2.770 -0.785 0.39
H 1.320 0.526 -1.835 -0.27
H 0.694 -4.090 1.564 0.41
H 0.053 2.371 0.728 -1.99
H 2.154 -2.140 -1.795 0.46
H 0.273 -2.993 0.292 0.24
H -0.146 4.147 0.697 0.44
H 0.295 0.956 0.845 0.20
H -2.115 0.281 1.926 0.54
H 0.064 -0.677 2.902 0.36
H 1.549 -1.278 1.097 0.43
H 0.785 1.160 -0.733 -1.41
H -0.198 -0.801 1.134 -0.39
H -2.255 2.462 -0.328 0.41
H 2.464 -0.269 -2.933 0.52
H 1.214 2.202 -1.688 -0.50
H 0.876 -1.163 -1.004 0.70
H 1.347 1.592 -3.476 0.44
H 2.036 3.091 0.368 0.31
H -1.783 0.848 -0.784 0.98
H -0.555 -1.653 0.341 0.00
H 0.921 2.923 2.452 0.33
H 0.644 -2.457 -1.113 -0.45
H -0.704 0.785 3.694 0.39
H -1.888 -0.777 -0.351 0.41
H 2.710 -0.099 -1.213 0.33
H 1.878 -3.628 0.309 0.21
H 1.201 4.205 -2.395 0.36
H -0.719 3.010 3.036 0.39
H 2.617 2.466 -2.767 0.34
H -2.743 1.161 1.882 0.46
H -2.052 -1.739 1.142 0.71
H -1.416 -3.485 -0.557 0.53
H -0.522 -2.667 -2.421 0.31
H -0.698 3.246 -0.652 0.33
H -0.508 -2.133 2.149 0.74
H -0.363 1.944 1.766 0.69
H -3.483 1.256 -0.166 0.43
H 0.829 -3.788 -2.188 0.37
H -0.796 0.501 -0.408 -0.56
```

Computed properties:
E_LUMO	0.000	eV
HOMO energy	-7.9	eV
ΔE to the lowest compared entry with this formula, charge and spin	29.423	eV
frontier orbital gap	7.871	eV
molar mass	320.42	g/mol

***

# 3
11 unconnected molecules or ions with the total composition C10H42O11 in a non-equilibrium geometry. Source: OMol25; level of theory: ωB97M-V/def2-TZVPD.

The geometry in XYZ format:
```
63
Properties=species:S:1:pos:R:3:mulliken_charge:R:1
O 7.043 1.774 3.003 -0.64
O -6.902 4.695 4.601 -0.49
O 3.406 -1.031 6.950 -0.64
O -6.291 -2.428 -3.072 -0.53
O 2.070 -1.379 0.572 -0.54
O -5.016 2.155 -4.093 -0.50
O 3.404 1.840 -2.311 -0.64
O 1.611 -5.885 -0.658 -0.64
O 0.629 5.147 4.406 -0.64
O 7.785 -2.061 -4.107 -0.50
O 5.543 -4.422 3.042 -0.64
C -4.478 2.582 -5.291 -0.19
C -4.837 3.412 3.850 -0.88
C 9.188 -1.984 -2.372 -1.02
C 8.563 -1.202 -3.458 -0.17
C 0.998 -0.968 1.366 -0.16
C -0.366 -0.920 0.563 -1.07
C -5.614 4.291 4.955 -0.35
C -7.670 -2.599 -1.166 -1.02
C -3.160 1.947 -5.619 -0.96
C -7.612 -2.808 -2.645 -0.17
H 9.750 -1.149 -1.955 0.31
H -6.674 5.341 3.928 0.31
H -1.133 -0.482 1.202 0.34
H -5.647 -2.908 -2.546 0.28
H 8.488 -2.362 -1.626 0.28
H 0.943 -1.619 2.238 0.28
H -5.262 2.441 3.598 0.26
H 7.166 -1.608 -4.684 0.30
H -2.913 2.220 -6.645 0.30
H 9.278 -0.814 -4.184 0.26
H 2.790 -1.784 1.063 0.31
H 7.841 2.220 3.285 0.32
H -5.173 2.417 -6.114 0.25
H 2.248 -6.049 -1.354 0.32
H -8.712 -2.447 -0.887 0.30
H -0.363 -0.091 -0.145 0.29
H -7.660 -3.895 -2.698 0.19
H -5.700 3.782 5.915 0.31
H 7.976 -0.395 -3.020 0.25
H -2.291 2.167 -4.999 0.28
H -0.866 -1.818 0.201 0.31
H 5.469 -5.376 3.047 0.32
H 1.463 -4.940 -0.687 0.32
H 0.993 5.653 5.132 0.32
H -3.218 0.859 -5.651 0.30
H -4.749 3.943 2.902 0.29
H 1.321 5.146 3.744 0.32
H 5.812 -4.197 3.932 0.32
H -4.354 3.647 -5.095 0.25
H 2.502 -0.956 6.645 0.32
H -7.273 -3.493 -0.687 0.31
H -3.831 3.211 4.218 0.29
H -5.093 1.199 -4.050 0.28
H 9.932 -2.708 -2.703 0.29
H -7.005 -1.814 -0.805 0.29
H -4.972 5.126 5.237 0.27
H 1.074 0.033 1.792 0.22
H 3.954 2.193 -1.612 0.32
H 7.117 0.894 3.371 0.32
H 3.523 -0.287 7.541 0.32
H 3.367 0.900 -2.137 0.32
H -8.415 -2.353 -3.226 0.35
```

Computed properties:
E_LUMO	0.158	eV
HOMO energy	-10.0	eV
ΔE to the lowest compared entry with this formula, charge and spin	2.744	eV
frontier orbital gap	10.208	eV
molar mass	338.43	g/mol

***

What is the formula in the second record? C10H40O10

***

The lowest HOMO energy belongs to which entry? C10H42O11

***

frontier orbital gap of number 2 (C10H40O10)? 7.871 eV

***

Please write out number 3 again, unchanged.
11 unconnected molecules or ions with the total composition C10H42O11 in a non-equilibrium geometry. Source: OMol25; level of theory: ωB97M-V/def2-TZVPD.

The geometry in XYZ format:
```
63
Properties=species:S:1:pos:R:3:mulliken_charge:R:1
O 7.043 1.774 3.003 -0.64
O -6.902 4.695 4.601 -0.49
O 3.406 -1.031 6.950 -0.64
O -6.291 -2.428 -3.072 -0.53
O 2.070 -1.379 0.572 -0.54
O -5.016 2.155 -4.093 -0.50
O 3.404 1.840 -2.311 -0.64
O 1.611 -5.885 -0.658 -0.64
O 0.629 5.147 4.406 -0.64
O 7.785 -2.061 -4.107 -0.50
O 5.543 -4.422 3.042 -0.64
C -4.478 2.582 -5.291 -0.19
C -4.837 3.412 3.850 -0.88
C 9.188 -1.984 -2.372 -1.02
C 8.563 -1.202 -3.458 -0.17
C 0.998 -0.968 1.366 -0.16
C -0.366 -0.920 0.563 -1.07
C -5.614 4.291 4.955 -0.35
C -7.670 -2.599 -1.166 -1.02
C -3.160 1.947 -5.619 -0.96
C -7.612 -2.808 -2.645 -0.17
H 9.750 -1.149 -1.955 0.31
H -6.674 5.341 3.928 0.31
H -1.133 -0.482 1.202 0.34
H -5.647 -2.908 -2.546 0.28
H 8.488 -2.362 -1.626 0.28
H 0.943 -1.619 2.238 0.28
H -5.262 2.441 3.598 0.26
H 7.166 -1.608 -4.684 0.30
H -2.913 2.220 -6.645 0.30
H 9.278 -0.814 -4.184 0.26
H 2.790 -1.784 1.063 0.31
H 7.841 2.220 3.285 0.32
H -5.173 2.417 -6.114 0.25
H 2.248 -6.049 -1.354 0.32
H -8.712 -2.447 -0.887 0.30
H -0.363 -0.091 -0.145 0.29
H -7.660 -3.895 -2.698 0.19
H -5.700 3.782 5.915 0.31
H 7.976 -0.395 -3.020 0.25
H -2.291 2.167 -4.999 0.28
H -0.866 -1.818 0.201 0.31
H 5.469 -5.376 3.047 0.32
H 1.463 -4.940 -0.687 0.32
H 0.993 5.653 5.132 0.32
H -3.218 0.859 -5.651 0.30
H -4.749 3.943 2.902 0.29
H 1.321 5.146 3.744 0.32
H 5.812 -4.197 3.932 0.32
H -4.354 3.647 -5.095 0.25
H 2.502 -0.956 6.645 0.32
H -7.273 -3.493 -0.687 0.31
H -3.831 3.211 4.218 0.29
H -5.093 1.199 -4.050 0.28
H 9.932 -2.708 -2.703 0.29
H -7.005 -1.814 -0.805 0.29
H -4.972 5.126 5.237 0.27
H 1.074 0.033 1.792 0.22
H 3.954 2.193 -1.612 0.32
H 7.117 0.894 3.371 0.32
H 3.523 -0.287 7.541 0.32
H 3.367 0.900 -2.137 0.32
H -8.415 -2.353 -3.226 0.35
```

Computed properties:
E_LUMO	0.158	eV
HOMO energy	-10.0	eV
ΔE to the lowest compared entry with this formula, charge and spin	2.744	eV
frontier orbital gap	10.208	eV
molar mass	338.43	g/mol